# C3H6NO

An isolated ion of composition C3H6NO and charge +1 in a non-equilibrium geometry (ωB97M-V with the def2-TZVPD basis set, OMol25).

The value obtained for the highest occupied orbital energy is -12.75 eV. As for the energy: -6734.4963 eV. As for the molar mass: 72.1 g mol⁻¹. The relative energy (zero: lowest compared OMol25 entry of this formula, charge and spin) comes out at 335.8 kJ/mol. The largest force on an atom is 4.858 eV/A.

```
! wB97M-V def2-TZVPD RIJCOSX def2/J DEFGRID3
* xyz 1 1
C -0.51 0.85 -1.44
C 0.30 0.39 -0.02
C -0.21 -0.41 1.14
N -0.50 -1.64 0.98
O -0.09 1.69 -2.22
H 0.90 -0.26 -0.54
H 0.89 1.14 0.33
H -0.22 0.07 2.13
H 0.59 2.32 -2.10
H -0.66 -1.87 0.00
H -0.49 -2.29 1.74
*
```

Charges computed using Mulliken, reported in e:
1 C -0.0674
2 C -0.8562
3 C 0.2074
4 N -0.2448
5 O -0.1393
6 H 0.3502
7 H 0.4970
8 H 0.3685
9 H 0.3261
10 H 0.2936
11 H 0.2649

# C3H6NO

An isolated ion of composition C3H6NO and charge +1 in a non-equilibrium geometry (ωB97M-V with the def2-TZVPD basis set, OMol25).

The value obtained for the highest occupied orbital energy is -14.45 eV. As for the energy: -6734.3356 eV. As for the molar mass: 72.1 g mol⁻¹. The relative energy (zero: lowest compared OMol25 entry of this formula, charge and spin) comes out at 351.3 kJ/mol. The largest force on an atom is 7.244 eV/A.

```
! wB97M-V def2-TZVPD RIJCOSX def2/J DEFGRID3
* xyz 1 1
C 1.84 -1.27 0.16
C 1.36 -0.15 -0.34
C -0.89 -0.18 0.12
N -2.01 0.86 0.14
O 0.23 0.46 -0.12
H 2.92 -1.62 0.02
H 1.35 -1.81 0.87
H 1.95 0.45 -1.13
H -1.67 1.46 -0.65
H -2.21 1.45 1.07
H -2.87 0.35 -0.14
*
```

Charges computed using Mulliken, reported in e:
1 C -0.6411
2 C 0.2080
3 C -0.2796
4 N -0.2585
5 O -0.0823
6 H 0.2435
7 H 0.3287
8 H 0.2640
9 H 0.3897
10 H 0.4061
11 H 0.4216

# C3H6NO2

A 2-piece molecular cluster, C3H6NO2 overall in a non-equilibrium geometry (ωB97M-V with the def2-TZVPD basis set, OMol25).

The value obtained for the highest occupied orbital energy is -2.29 eV. As for the energy: -8787.9660 eV. As for the molar mass: 88.1 g mol⁻¹. The relative energy (zero: lowest compared OMol25 entry of this formula, charge and spin) comes out at 699.6 kJ/mol. The largest force on an atom is 3.978 eV/A.

```
! wB97M-V def2-TZVPD RIJCOSX def2/J DEFGRID3
* xyz -1 1
C -0.63 2.12 0.36
C 0.22 1.26 0.85
C 0.68 -1.65 -0.87
N -0.35 -0.65 1.20
O -1.35 -0.78 0.50
O 0.97 -1.33 0.40
H -0.35 3.13 0.08
H -1.75 1.92 0.20
H 1.23 1.33 1.01
H 0.58 -0.84 -1.66
H -0.43 -1.87 -0.88
H 1.18 -2.65 -1.19
*
```

Charges computed using Mulliken, reported in e:
1 C -0.3953
2 C -0.5543
3 C -0.6036
4 N 0.1055
5 O -0.5428
6 O -0.4298
7 H 0.2679
8 H 0.1647
9 H 0.3378
10 H 0.2413
11 H 0.1696
12 H 0.2392

# C3H6NO2

A 2-piece molecular cluster, C3H6NO2 overall in a non-equilibrium geometry (ωB97M-V with the def2-TZVPD basis set, OMol25).

The value obtained for the highest occupied orbital energy is -3.54 eV. As for the energy: -8794.1083 eV. As for the molar mass: 88.1 g mol⁻¹. The relative energy (zero: lowest compared OMol25 entry of this formula, charge and spin) comes out at 107.0 kJ/mol. The largest force on an atom is 2.107 eV/A.

```
! wB97M-V def2-TZVPD RIJCOSX def2/J DEFGRID3
* xyz -1 1
C 1.13 1.77 1.02
C 0.68 0.73 1.79
N 0.34 -0.51 1.35
H 1.10 1.71 -0.07
H 1.65 2.57 1.53
H 0.40 0.98 2.77
H 0.34 -0.64 0.34
H -0.29 -1.07 1.90
O 0.33 -0.18 -1.30
C -0.76 -0.65 -1.77
O -1.69 -1.12 -1.12
H -0.93 -0.64 -2.87
*
```

Charges computed using Mulliken, reported in e:
1 C -0.8265
2 C -0.1556
3 N -0.3968
4 H 0.2802
5 H 0.2421
6 H 0.3457
7 H 0.3451
8 H 0.2011
9 O -0.7489
10 C -0.0045
11 O -0.6647
12 H 0.3829